Formula: C11H44N22O11
Source: the OMol25 dataset
Level of theory: ωB97M-V/def2-TZVPD

Last column: Löwdin charge in e.
Cartesian coordinates (Å):
C: -15.60062 4.44940 12.39171  -0.7084
O: -15.74306 5.10782 11.34000  -0.0352
N: -16.07894 3.21267 12.58896  0.1663
N: -15.04256 4.97904 13.49278  0.1741
H: -15.90219 2.74992 13.46795  0.0792
H: -16.65529 2.80609 11.87499  0.1081
H: -14.92708 4.34929 14.28138  0.0463
H: -14.50807 5.82626 13.54070  0.0628
C: -11.90489 6.90713 13.82524  -0.6909
O: -11.35960 5.93297 14.37135  0.0027
N: -13.09675 7.46229 14.11893  0.1555
N: -11.15428 7.55237 12.91614  0.1461
H: -13.44494 7.13850 15.01290  0.0919
H: -13.17284 8.41606 13.81143  0.1031
H: -10.30642 7.08858 12.64444  0.1099
H: -11.47724 8.37615 12.43809  0.0962
C: -19.43075 4.21089 13.28172  -0.7038
O: -19.59449 3.03307 13.58285  0.0119
N: -20.05784 4.81469 12.23973  0.1433
N: -18.49492 5.00243 13.86238  0.1709
H: -20.36179 4.25469 11.46217  0.1054
H: -19.98795 5.79045 12.01277  0.0919
H: -17.72382 4.81301 14.47354  0.0710
H: -18.45659 5.88546 13.38138  0.0968
C: -14.08179 2.72004 16.06429  -0.6217
O: -15.17254 3.08440 15.59804  -0.0377
N: -13.63111 1.43413 15.93361  0.1538
N: -13.39602 3.41980 16.97931  0.1875
H: -12.66431 1.21369 16.09102  0.0973
H: -14.19030 0.77392 15.42244  0.1008
H: -12.58910 3.20526 17.53428  0.1146
H: -13.83264 4.31485 17.19621  0.0586
C: -14.33073 9.36146 18.34253  -0.6754
O: -14.56959 8.83194 19.42180  0.0164
N: -14.55051 10.67125 18.19211  0.1567
N: -13.66181 8.81320 17.27721  0.1601
H: -14.24024 11.09306 17.33487  0.0920
H: -14.73416 11.25427 18.98977  0.1154
H: -13.25614 9.39070 16.56909  0.0843
H: -13.41840 7.84139 17.40266  0.0880
C: -15.80356 4.27567 22.17880  -0.6993
O: -14.76250 3.62098 22.27038  -0.0054
N: -15.84988 5.37979 21.41326  0.1674
N: -16.96132 3.85433 22.75673  0.1433
H: -15.01723 5.47815 20.85454  0.1021
H: -16.68836 5.81966 21.08002  0.0580
H: -16.84053 3.48817 23.68614  0.0974
H: -17.81507 4.38068 22.59102  0.0396
C: -17.61520 9.76644 22.08616  -0.7038
O: -17.13463 10.85834 21.76669  -0.0038
N: -17.96051 8.84798 21.19357  0.1792
N: -18.08888 9.51057 23.32852  0.1534
H: -18.34227 7.95428 21.44905  0.0650
H: -17.66567 9.07888 20.25440  0.0853
H: -17.94323 10.13861 24.09733  0.1024
H: -18.52161 8.62776 23.53727  0.0846
C: -19.83498 8.92176 18.20524  -0.6775
O: -18.67480 8.52348 18.17091  0.0204
N: -20.81979 8.36406 17.43123  0.1542
N: -20.29767 10.02128 18.82957  0.1705
H: -21.79369 8.53157 17.58672  0.0966
H: -20.39321 7.52347 17.07065  0.0573
H: -19.73814 10.52121 19.50104  0.1097
H: -21.23051 10.27752 18.57641  0.0932
C: -15.94941 5.84441 17.52417  -0.6405
O: -14.76898 5.83410 17.15982  -0.0277
N: -16.89827 5.17140 16.85592  0.1855
N: -16.41636 6.55830 18.56917  0.1909
H: -17.87438 5.38823 16.97781  0.0576
H: -16.51238 4.63643 16.09225  0.0592
H: -17.36598 6.52825 18.88543  0.0711
H: -15.68980 7.18283 18.89442  0.0662
C: -20.70075 5.14263 17.40843  -0.6516
O: -19.60689 5.39219 17.90298  0.0066
N: -21.13186 5.36401 16.13393  0.1778
N: -21.69780 4.51457 18.08108  0.1585
H: -21.97504 4.91075 15.84906  0.1084
H: -20.48333 5.93712 15.61724  0.0996
H: -22.49971 4.11844 17.62823  0.1028
H: -21.56418 4.25264 19.04341  0.0951
C: -20.07467 5.96939 21.96827  -0.6597
O: -18.92029 5.85459 22.40169  -0.0165
N: -21.08682 6.03393 22.84161  0.1642
N: -20.43717 6.00137 20.66966  0.1906
H: -20.92095 5.85010 23.81443  0.1163
H: -21.99949 6.34241 22.55452  0.1031
H: -21.42790 5.94888 20.51162  0.0900
H: -19.81866 5.95319 19.86944  0.0772

Properties
- highest occupied orbital energy (eV) = -8.8
- SMILES = NC(N)=O.NC(N)=O.NC(N)=O.NC(N)=O.NC(N)=O.NC(N)=O.NC(N)=O.NC(N)=O.NC(N)=O.NC(N)=O.NC(N)=O
- energy above the lowest of the compared OMol25 structures with the same formula, charge and spin (eV) = 2.1571
- spin multiplicity = 1
- orbital gap (eV) = 8.519